A molecular structure, C54H41AsCl2N4O8S2W in a non-equilibrium geometry. Source: the Open Molecules 2025 dataset; level of theory: ωB97M-V/def2-TZVPD.

Properties
Strongest force on any atom: 0.02279 hartree/bohr
LUMO level: -7.6 eV
Total charge: +2
Energy relative to the best compared isomer or geometry (same formula, charge and spin): 130.6 kJ/mol
Orbital gap: 4.719 eV
Spin multiplicity: 1
HOMO level: -12.327 eV

Element x y z (Å)
W: -0.95 1.34 0.31
C: 6.26 -4.40 -3.00
O: 4.91 -4.37 -2.53
C: 4.72 -4.29 -1.20
C: 5.73 -4.22 -0.25
C: 5.39 -4.15 1.09
C: 4.06 -4.10 1.50
C: 3.05 -4.23 0.54
C: 3.38 -4.33 -0.79
N: 3.91 -3.97 2.91
N: 2.97 -3.40 3.48
C: 1.92 -2.71 2.77
C: 0.61 -3.02 3.04
C: -0.45 -2.28 2.48
C: -0.15 -1.23 1.65
O: -1.08 -0.41 1.09
C: 1.18 -0.91 1.35
N: 1.33 0.12 0.49
C: 2.55 0.58 0.28
C: 3.68 0.02 0.90
C: 3.53 -1.07 1.71
C: 2.24 -1.59 1.95
H: 6.19 -4.43 -4.08
H: 6.77 -5.30 -2.64
H: 6.81 -3.51 -2.69
H: 6.77 -4.25 -0.53
H: 6.16 -4.12 1.85
H: 2.01 -4.32 0.83
H: 2.61 -4.47 -1.54
H: 0.40 -3.85 3.70
H: -1.48 -2.52 2.72
H: 2.65 1.41 -0.41
H: 4.65 0.46 0.71
H: 4.39 -1.51 2.20
Cl: 2.09 3.91 -4.59
C: 2.07 2.37 -3.82
C: 3.09 1.46 -4.03
C: 3.01 0.24 -3.37
C: 1.92 -0.02 -2.56
N: 0.92 0.86 -2.37
C: 1.01 2.03 -3.00
H: 3.93 1.70 -4.67
H: 3.78 -0.51 -3.48
H: 1.86 -0.95 -2.01
H: 0.20 2.74 -2.84
C: -0.62 -4.89 -2.15
C: -1.61 -4.55 -1.24
C: -1.93 -3.23 -1.01
C: -1.25 -2.21 -1.68
C: -0.26 -2.55 -2.60
C: 0.05 -3.88 -2.84
As: -1.91 -0.39 -1.55
C: -3.74 -0.61 -0.97
C: -4.24 -1.07 0.23
C: -5.61 -1.18 0.40
C: -6.47 -0.79 -0.63
C: -5.97 -0.33 -1.83
C: -4.60 -0.25 -2.02
C: -3.94 0.16 -3.28
C: -4.60 0.49 -4.46
C: -3.86 0.81 -5.59
C: -2.47 0.79 -5.57
C: -1.80 0.47 -4.40
C: -2.54 0.17 -3.27
H: -0.39 -5.92 -2.35
H: -2.15 -5.33 -0.71
H: -2.72 -3.01 -0.30
H: 0.23 -1.79 -3.20
H: 0.80 -4.13 -3.58
H: -3.58 -1.36 1.04
H: -6.02 -1.57 1.32
H: -7.54 -0.87 -0.49
H: -6.65 -0.04 -2.62
H: -5.68 0.49 -4.51
H: -4.38 1.06 -6.51
H: -1.92 1.02 -6.47
H: -0.72 0.44 -4.40
Cl: 3.76 7.62 2.99
C: 2.95 6.20 2.46
C: 2.81 5.97 1.10
C: 2.14 4.85 0.67
C: 1.62 3.96 1.62
C: 1.77 4.19 2.99
C: 2.44 5.32 3.42
C: 0.85 2.83 1.19
O: 0.32 1.96 1.94
O: 0.56 2.59 -0.07
H: 3.22 6.68 0.39
H: 1.99 4.66 -0.38
H: 1.36 3.50 3.71
H: 2.57 5.53 4.47
C: -4.85 1.96 2.07
C: -3.43 1.65 2.36
O: -2.78 1.19 1.38
C: -2.83 1.86 3.66
C: -3.44 2.71 4.59
C: -2.86 2.91 5.83
C: -1.69 2.25 6.16
C: -1.08 1.39 5.26
C: -1.64 1.20 4.01
H: -5.29 1.09 1.58
H: -4.86 2.78 1.35
H: -5.44 2.22 2.94
H: -4.35 3.25 4.34
H: -3.33 3.58 6.54
H: -1.25 2.40 7.14
H: -0.18 0.86 5.53
H: -1.19 0.52 3.32
O: -1.07 5.05 -0.43
S: -2.11 4.16 -0.03
O: -1.63 3.20 1.08
O: -3.41 4.64 0.27
S: -2.17 2.50 -1.36

C5H7N3 in the gas phase in a non-equilibrium geometry. Source: the Open Molecules 2025 dataset; level of theory: ωB97M-V/def2-TZVPD.

Properties
Strongest force on any atom: 0.07166 hartree/bohr
LUMO level: 0.8 eV
Energy relative to the best compared isomer or geometry (same formula, charge and spin): 286.7 kJ/mol
Orbital gap: 10.013 eV
Spin multiplicity: 1
SMILES: CN1CN=C[C@H]1C#N
HOMO level: -9.262 eV

Element x y z (Å)
C: 0.59 -1.12 1.30
N: 0.09 -0.63 0.04
C: 1.02 -0.32 -1.06
N: 0.84 1.06 -1.37
C: -0.17 1.54 -0.79
C: -0.79 0.67 0.24
C: -2.13 0.43 -0.22
N: -3.10 0.22 -0.78
H: -0.26 -1.34 1.84
H: 0.96 -2.10 1.13
H: 1.22 -0.40 1.86
H: 0.93 -1.03 -2.01
H: 2.05 -0.40 -0.66
H: -0.42 2.60 -0.88
H: -0.85 0.82 1.36

C7H10N2S2 in the gas phase in a non-equilibrium geometry. Source: the Open Molecules 2025 dataset; level of theory: ωB97M-V/def2-TZVPD.

Properties
Strongest force on any atom: 0.05978 hartree/bohr
LUMO level: 0.2 eV
Energy relative to the best compared isomer or geometry (same formula, charge and spin): 202.8 kJ/mol
Orbital gap: 8.048 eV
Spin multiplicity: 1
SMILES: Cc1ccc(C)/c(=N/SN)s1
HOMO level: -7.850 eV

Element x y z (Å)
C: 0.11 -3.00 -1.23
C: 0.33 -1.56 -0.97
C: 1.11 -0.83 -1.77
C: 1.21 0.58 -1.60
C: 0.57 1.28 -0.62
C: 0.82 2.79 -0.40
C: -0.43 0.75 0.27
N: -1.13 1.47 1.08
S: -2.56 0.34 2.16
N: -1.95 0.25 3.71
S: -0.64 -0.98 0.34
H: 0.78 -3.77 -0.68
H: 0.07 -3.21 -2.28
H: -0.80 -3.41 -0.80
H: 1.71 -1.44 -2.55
H: 1.96 1.22 -2.21
H: -0.19 3.21 -0.32
H: 1.53 3.26 -1.22
H: 1.28 2.89 0.59
H: -2.14 0.86 4.50
H: -1.65 -0.67 3.99

A molecular structure, CO3V in a non-equilibrium geometry. Source: the Open Molecules 2025 dataset; level of theory: ωB97M-V/def2-TZVPD.

Properties
Strongest force on any atom: 0.26791 hartree/bohr
LUMO level (spin up / spin down): -7.4 / -7.5 eV
Total charge: +1
Orbital gap (spin up / spin down): 9.110 / 8.632 eV
Spin multiplicity: 3
HOMO level (spin up / spin down): -16.486 / -16.156 eV

Element x y z (Å)
V: 0.36 0.15 -0.89
C: -1.89 -0.30 1.08
O: -1.32 0.26 0.03
O: 0.55 -0.16 0.67
O: 2.30 0.05 -0.89

11 unconnected molecules or ions with the total composition C27H73N3O30S8 in a non-equilibrium geometry. Source: the Open Molecules 2025 dataset; level of theory: ωB97M-V/def2-TZVPD.

Properties
Strongest force on any atom: 0.04625 hartree/bohr
LUMO level: -0.1 eV
Orbital gap: 10.617 eV
Spin multiplicity: 1
SMILES: CCOS(C)(=O)=O.CCOS(C)(=O)=O.CCOS(C)(=O)=O.CCOS(C)(=O)=O.CCOS(C)(=O)=O.CCOS(C)(=O)=O.CCOS(C)(=O)=O.CCOS(C)(=O)=O.C[N+](=O)[O-].C[N+](=O)[O-].C[N+](=O)[O-]
HOMO level: -10.671 eV

Element x y z (Å)
C: -13.88 -2.31 -8.54
C: -13.92 -1.49 -7.27
O: -15.20 -0.93 -7.07
S: -15.36 0.45 -6.20
C: -14.63 -0.13 -4.65
O: -14.46 1.43 -6.75
O: -16.73 0.76 -5.97
H: -14.64 -3.08 -8.53
H: -12.92 -2.79 -8.75
H: -14.05 -1.67 -9.41
H: -13.69 -2.12 -6.39
H: -13.11 -0.75 -7.22
H: -15.11 -1.03 -4.28
H: -14.64 0.68 -3.92
H: -13.57 -0.25 -4.89
C: -12.25 -1.70 -12.99
C: -11.67 -2.51 -11.84
O: -10.23 -2.36 -11.94
S: -9.30 -3.12 -10.85
C: -9.56 -2.01 -9.42
O: -9.82 -4.43 -10.56
O: -7.94 -3.01 -11.28
H: -12.04 -0.64 -12.88
H: -13.33 -1.81 -12.88
H: -11.84 -2.06 -13.93
H: -12.03 -2.17 -10.87
H: -11.89 -3.56 -12.04
H: -10.44 -2.38 -8.90
H: -9.56 -0.99 -9.79
H: -8.67 -2.22 -8.83
C: -6.26 -2.79 -6.49
C: -5.70 -4.14 -6.08
O: -4.29 -4.12 -6.39
S: -3.38 -5.32 -5.76
C: -3.44 -6.44 -7.16
O: -2.02 -4.84 -5.73
O: -4.01 -5.81 -4.57
H: -7.27 -2.62 -6.13
H: -6.24 -2.52 -7.55
H: -5.65 -2.00 -6.04
H: -5.85 -4.22 -5.01
H: -6.14 -4.98 -6.60
H: -2.87 -7.28 -6.76
H: -2.97 -5.93 -7.99
H: -4.48 -6.69 -7.37
C: -9.71 1.43 -7.39
C: -10.91 2.04 -6.68
O: -10.38 3.07 -5.84
S: -11.35 3.81 -4.75
C: -12.43 4.71 -5.85
O: -12.07 2.79 -4.04
O: -10.49 4.74 -4.06
H: -8.77 1.38 -6.84
H: -9.52 2.17 -8.17
H: -9.89 0.47 -7.86
H: -11.57 2.55 -7.40
H: -11.45 1.29 -6.11
H: -12.90 5.52 -5.30
H: -13.15 3.96 -6.19
H: -11.75 5.13 -6.59
C: -13.80 -5.42 -14.32
C: -15.03 -4.98 -15.07
O: -15.27 -3.60 -14.72
S: -16.37 -2.73 -15.50
C: -15.54 -2.49 -17.08
O: -17.50 -3.60 -15.75
O: -16.56 -1.46 -14.86
H: -13.76 -6.51 -14.29
H: -13.83 -5.06 -13.29
H: -12.87 -4.99 -14.70
H: -15.02 -5.10 -16.16
H: -15.90 -5.52 -14.70
H: -16.17 -1.78 -17.62
H: -15.44 -3.44 -17.60
H: -14.58 -2.03 -16.88
C: -7.85 -2.20 -15.33
C: -8.62 -1.21 -14.44
O: -8.10 0.08 -14.63
S: -8.24 1.17 -13.46
C: -6.56 1.05 -12.78
O: -8.37 2.45 -14.08
O: -9.15 0.69 -12.46
H: -7.96 -1.91 -16.38
H: -8.23 -3.22 -15.29
H: -6.81 -2.26 -15.00
H: -9.66 -1.28 -14.77
H: -8.61 -1.59 -13.42
H: -6.42 0.01 -12.48
H: -6.53 1.61 -11.85
H: -5.85 1.43 -13.51
C: -5.17 -8.02 -14.76
C: -5.51 -8.67 -13.43
O: -4.87 -8.06 -12.31
S: -5.76 -7.46 -11.11
C: -6.82 -6.26 -11.95
O: -6.69 -8.49 -10.66
O: -4.92 -6.76 -10.19
H: -5.65 -7.04 -14.87
H: -5.57 -8.63 -15.56
H: -4.10 -7.83 -14.85
H: -6.59 -8.73 -13.30
H: -5.23 -9.73 -13.45
H: -7.45 -5.86 -11.16
H: -7.29 -6.78 -12.77
H: -6.13 -5.51 -12.34
C: -11.52 -4.92 -7.11
C: -11.78 -6.07 -6.15
O: -13.03 -6.64 -6.58
S: -13.34 -8.15 -6.17
C: -14.06 -7.91 -4.53
O: -14.38 -8.59 -7.05
O: -12.09 -8.85 -6.08
H: -11.41 -5.22 -8.15
H: -10.63 -4.33 -6.88
H: -12.38 -4.25 -7.01
H: -10.94 -6.76 -6.20
H: -11.85 -5.71 -5.12
H: -14.02 -8.84 -3.96
H: -15.10 -7.62 -4.57
H: -13.42 -7.21 -4.00
C: -9.23 -7.33 -8.86
N: -8.17 -6.53 -8.20
O: -7.81 -5.53 -8.76
O: -7.68 -7.03 -7.21
H: -8.83 -8.31 -9.07
H: -9.57 -6.84 -9.77
H: -10.04 -7.42 -8.13
C: -14.25 1.51 -9.70
N: -12.85 1.23 -10.14
O: -12.34 1.96 -10.95
O: -12.33 0.25 -9.64
H: -14.15 2.19 -8.86
H: -14.70 0.56 -9.45
H: -14.72 1.96 -10.56
C: -16.00 1.41 -14.10
N: -15.54 0.80 -12.80
O: -16.39 0.65 -11.95
O: -14.38 0.49 -12.70
H: -15.60 2.42 -14.12
H: -17.07 1.31 -14.05
H: -15.59 0.77 -14.87

C17H18N2O4S in the gas phase in a non-equilibrium geometry. Source: the Open Molecules 2025 dataset; level of theory: ωB97M-V/def2-TZVPD.

Properties
Strongest force on any atom: 0.34369 hartree/bohr
LUMO level: -1.2 eV
Energy relative to the best compared isomer or geometry (same formula, charge and spin): 1669.3 kJ/mol
Orbital gap: 7.329 eV
Spin multiplicity: 1
SMILES: C=CCNC(=O)c1onc(CSc2ccccc2CC)c1C(=O)O
HOMO level: -8.508 eV

Element x y z (Å)
C: 2.95 1.76 3.72
C: 3.12 0.45 3.18
C: 2.12 -0.75 3.52
N: 1.67 -1.19 2.32
C: 0.56 -1.04 1.94
O: -0.36 -0.40 2.85
C: 0.11 -1.16 0.74
O: 0.88 -1.91 0.06
N: 0.55 -1.97 -1.41
C: -0.67 -1.70 -1.32
C: -1.42 -1.56 -2.51
S: -1.41 0.28 -3.02
C: 0.08 1.01 -2.17
C: 1.33 0.50 -2.86
C: 2.48 0.75 -2.13
C: 2.36 1.33 -1.05
C: 1.23 2.05 -0.43
C: 0.13 1.62 -1.08
C: -1.29 2.37 -0.39
C: -1.30 2.68 0.97
C: -1.08 -1.33 -0.04
C: -2.58 -0.84 0.33
O: -3.30 -0.92 -0.52
O: -2.67 -0.38 1.55
H: 3.65 2.66 3.44
H: 2.10 2.14 4.57
H: 3.98 0.25 2.87
H: 1.34 -0.13 4.33
H: 2.78 -1.51 4.13
H: 2.33 -1.70 1.62
H: -0.78 -1.98 -3.57
H: -2.58 -1.71 -2.50
H: 1.30 -0.34 -3.66
H: 3.30 0.16 -2.51
H: 3.39 1.73 -0.54
H: 1.36 2.69 0.46
H: -1.88 1.61 -0.83
H: -1.61 3.04 -1.14
H: -2.27 3.05 1.34
H: -0.84 1.59 1.57
H: -0.64 3.55 0.99
H: -2.12 -0.43 2.21

A molecular structure, H13NO5 in a non-equilibrium geometry. Source: the Open Molecules 2025 dataset; level of theory: ωB97M-V/def2-TZVPD.

Properties
Strongest force on any atom: 0.09322 hartree/bohr
LUMO level (spin up / spin down): -3.2 / -9.1 eV
Total charge: +1
Energy relative to the best compared isomer or geometry (same formula, charge and spin): 180.1 kJ/mol
Orbital gap (spin up / spin down): 12.213 / 6.379 eV
Spin multiplicity: 2
HOMO level (spin up / spin down): -15.453 / -15.452 eV

Element x y z (Å)
N: 0.35 0.47 1.32
H: 0.20 1.33 0.75
H: 0.74 0.83 2.20
H: -0.57 -0.01 1.36
H: -1.32 2.21 0.06
H: -0.70 3.55 -0.49
O: -0.52 2.64 -0.26
H: 1.42 -0.08 -2.77
H: 1.68 -0.75 -1.44
O: 1.03 -0.72 -2.16
H: 1.49 -0.65 0.67
H: 1.75 -2.15 0.53
O: 2.06 -1.30 0.17
H: -1.35 -0.56 0.91
H: -2.08 -1.48 1.96
O: -1.29 -0.96 1.80
H: -0.18 -0.38 -1.04
H: -1.46 -0.07 -1.55
O: -1.07 -0.20 -0.67

2 unconnected molecules or ions with the total composition C12H18BrCl2FN3O4P in a non-equilibrium geometry. Source: the Open Molecules 2025 dataset; level of theory: ωB97M-V/def2-TZVPD.

Properties
Strongest force on any atom: 0.15907 hartree/bohr
LUMO level: -2.9 eV
Orbital gap: 2.076 eV
Spin multiplicity: 1
HOMO level: -4.929 eV

Element x y z (Å)
C: 4.03 -0.55 0.99
C: 3.12 0.66 0.36
C: 3.90 2.10 0.29
N: 1.88 0.47 -0.09
C: 0.85 0.86 0.90
F: 1.60 1.07 2.12
C: 0.03 2.14 0.26
Cl: 0.95 2.83 -1.21
C: -0.16 3.46 1.16
C: -1.04 3.27 2.50
O: -0.34 2.68 3.62
C: -1.46 1.74 -0.17
N: -1.68 0.50 0.31
Br: -3.40 -0.30 0.04
C: -0.48 -0.11 1.02
N: -0.90 -0.41 2.43
C: -0.15 -1.37 2.94
O: 0.74 -2.21 3.22
P: -0.06 -1.61 -0.12
O: -1.00 -2.99 0.35
Cl: -0.70 -1.21 -2.12
H: 4.59 -0.06 1.89
H: 3.38 -1.40 1.41
H: 4.83 -0.90 0.23
H: 4.09 2.38 -0.81
H: 3.31 2.93 0.86
H: 4.92 2.04 0.84
H: 0.84 3.97 1.46
H: -0.72 4.24 0.50
H: -1.36 4.34 2.84
H: -2.01 2.68 2.35
H: 0.62 2.90 3.58
H: -2.14 2.46 -0.74
H: -1.88 -2.71 0.70
C: -2.97 -3.96 -3.55
C: -3.10 -4.52 -4.98
O: -4.28 -4.13 -5.45
H: -3.75 -4.33 -2.89
H: -2.00 -4.26 -3.12
H: -3.00 -2.86 -3.54
H: -2.92 -5.61 -4.88
H: -2.19 -4.19 -5.51

C5H13N in the gas phase in a non-equilibrium geometry. Source: the Open Molecules 2025 dataset; level of theory: ωB97M-V/def2-TZVPD.

Properties
Strongest force on any atom: 0.07037 hartree/bohr
LUMO level: 1.2 eV
Energy relative to the best compared isomer or geometry (same formula, charge and spin): 207.9 kJ/mol
Orbital gap: 10.078 eV
Spin multiplicity: 1
SMILES: CCCCCN
HOMO level: -8.892 eV

Element x y z (Å)
C: 1.74 1.06 -1.85
C: 1.43 1.35 -0.23
C: 0.63 0.36 0.61
C: -0.80 0.25 -0.01
C: -1.55 -0.73 0.91
N: -1.42 -2.19 0.61
H: 1.50 2.06 -2.38
H: 2.82 0.69 -1.91
H: 0.83 0.54 -2.36
H: 1.08 2.37 -0.07
H: 2.39 1.60 0.30
H: 0.98 -0.75 0.51
H: 0.77 0.66 1.68
H: -1.28 1.20 0.09
H: -0.62 -0.19 -1.00
H: -1.21 -0.73 1.94
H: -2.64 -0.53 0.80
H: -2.39 -2.57 0.32
H: -0.99 -2.74 1.36

2 unconnected molecules or ions with the total composition C5H11NO in a non-equilibrium geometry. Source: the Open Molecules 2025 dataset; level of theory: ωB97M-V/def2-TZVPD.

Properties
Strongest force on any atom: 0.05312 hartree/bohr
LUMO level: -1.4 eV
Energy relative to the best compared isomer or geometry (same formula, charge and spin): 529.8 kJ/mol
Orbital gap: 7.805 eV
Spin multiplicity: 1
HOMO level: -9.157 eV

Element x y z (Å)
C: -2.16 0.05 -0.67
C: -0.82 0.57 -0.24
C: -0.37 0.11 1.13
C: 0.82 -0.78 0.78
C: 1.88 0.15 0.15
N: 2.59 -0.47 -0.76
O: 1.93 1.31 0.59
H: -2.95 0.31 0.04
H: -2.25 -1.05 -0.62
H: -2.58 0.37 -1.63
H: 0.10 0.11 -0.87
H: -0.76 1.65 -0.33
H: 0.02 0.93 1.73
H: -1.18 -0.41 1.64
H: 1.24 -1.25 1.67
H: 0.55 -1.60 0.11
H: 0.73 -0.15 -1.42
H: 3.19 0.17 -1.28

C5H10O in the gas phase. Source: the Open Molecules 2025 dataset; level of theory: ωB97M-V/def2-TZVPD.

Properties
Strongest force on any atom: 0.01005 hartree/bohr
LUMO level: 1.1 eV
Energy relative to the best compared isomer or geometry (same formula, charge and spin): 40.6 kJ/mol
Orbital gap: 10.815 eV
Spin multiplicity: 1
SMILES: C[C@H]1CCCO1
HOMO level: -9.691 eV

Element x y z (Å)
C: 1.80 -0.01 0.54
C: 0.68 0.67 -0.23
C: -0.12 -0.31 -1.13
C: -1.50 -0.35 -0.46
C: -1.18 0.17 0.94
O: -0.25 1.22 0.69
H: 2.23 0.64 1.32
H: 2.61 -0.33 -0.13
H: 1.42 -0.91 1.05
H: 1.04 1.48 -0.88
H: -0.19 0.03 -2.17
H: 0.37 -1.29 -1.15
H: -1.95 -1.34 -0.47
H: -2.18 0.36 -0.95
H: -0.72 -0.62 1.55
H: -2.04 0.59 1.48

A molecular structure, C4H4S in a non-equilibrium geometry. Source: the Open Molecules 2025 dataset; level of theory: ωB97M-V/def2-TZVPD.

Properties
Strongest force on any atom: 0.07339 hartree/bohr
LUMO level: -0.4 eV
Energy relative to the best compared isomer or geometry (same formula, charge and spin): 424.5 kJ/mol
Orbital gap: 8.116 eV
Spin multiplicity: 1
HOMO level: -8.509 eV

Element x y z (Å)
C: -0.13 -0.14 0.28
C: 1.07 -1.08 0.62
C: -1.03 0.06 1.28
C: 0.45 0.28 -1.18
S: 1.94 -0.69 -0.81
H: -1.10 -0.27 2.34
H: -1.80 0.67 0.94
H: -0.07 -0.21 -2.07
H: 0.69 1.37 -1.40

Number 1: total energy -6922.46748 Ha. Number 2: total energy -358.90920 Ha. Number 3: total energy -1178.51354 Ha. Number 4: total energy -1207.25638 Ha. Number 5: total energy -6679.10108 Ha. Number 6: total energy -1466.69820 Ha. Number 7: total energy -438.33267 Ha. Number 8: total energy -4868.42643 Ha. Number 9: total energy -252.98391 Ha. Number 10: total energy -326.92957 Ha. Number 11: total energy -271.73716 Ha. Number 12: total energy -552.83035 Ha.